The following is a quantum chemistry calculation of 17 unconnected molecules or ions with the total composition C41H115NO33 in a non-equilibrium geometry, from the OMol25 dataset.

```
190
Properties=species:S:1:pos:R:3:mulliken_charge:R:1
H 0.77 -6.84 -0.77 0.537
O -6.35 1.62 -0.42 -0.704
H -4.63 4.29 -1.18 0.282
H 1.74 -4.01 1.56 -0.322
H -3.22 0.20 1.32 -0.200
H 3.48 -4.19 3.06 0.678
O 1.75 -3.49 2.39 0.560
C 0.18 -2.43 -4.65 -1.283
H -0.13 -1.70 -1.72 -1.265
H -2.05 -1.83 -0.33 0.151
C 4.90 0.84 -6.85 -0.340
H 2.38 -3.45 4.28 0.335
C 5.39 -2.64 1.20 0.159
H 5.30 5.62 -0.33 0.338
H -0.42 -5.41 1.74 -0.171
H -1.08 -2.03 1.19 -0.162
C -0.20 -0.94 -4.72 1.822
C -1.18 -1.51 0.24 -0.638
H -4.49 5.01 1.37 0.111
H 0.62 4.93 4.88 0.254
H -1.93 -3.59 3.80 -0.451
H -0.94 -5.10 0.09 0.067
H -2.06 1.37 1.90 0.446
H 0.10 -2.45 4.02 -0.665
N 0.04 0.62 0.51 1.677
H 1.09 -7.18 0.81 0.442
H -5.86 -0.93 1.45 0.221
H 2.54 -5.61 -0.20 0.179
C 0.81 -6.31 0.19 -1.094
C -4.87 3.56 3.00 -0.090
H -5.19 1.91 -2.16 0.590
H 0.50 -2.58 -3.61 0.318
O -4.13 -2.25 4.60 -0.679
H -4.40 2.21 -0.64 -0.110
C 0.56 3.88 3.07 0.089
H 7.00 4.49 4.70 0.350
O -5.54 2.71 2.05 -0.417
O -6.35 4.08 -2.46 -0.556
C 5.81 3.86 2.94 0.127
H 1.56 -1.63 0.80 -1.131
H -3.64 -4.30 5.28 0.409
H 4.90 -0.79 2.04 0.488
H 5.53 -2.21 -1.93 0.345
C 3.31 3.92 -0.60 0.518
H 3.41 0.21 0.43 -0.451
O -0.02 2.03 0.71 -0.674
H 2.76 0.89 -6.18 0.107
O 5.42 -2.02 3.58 -0.636
H 0.15 2.25 4.08 0.207
C 0.84 -0.52 3.95 0.342
H -6.35 5.85 3.30 0.312
O -3.29 -4.92 4.61 -0.587
O -4.89 0.09 -4.46 -0.650
O 4.96 2.75 2.63 -0.341
O 1.30 -2.78 -5.47 -0.590
O 4.02 1.57 -4.69 -0.543
C -5.78 -2.93 0.58 -0.425
H 0.35 -1.83 5.68 0.334
H 4.58 2.48 -0.91 0.219
H 3.21 3.90 -1.68 0.446
H -3.31 -1.78 4.76 0.487
O -3.94 2.59 -4.93 -0.548
H 6.40 -1.32 -3.75 0.394
H 7.08 -1.94 1.82 0.385
H -2.65 -4.61 2.64 0.158
H -3.05 -0.90 -4.32 -0.293
C -2.17 0.33 1.57 -0.635
C 4.78 -1.84 2.33 0.089
H 5.30 4.77 2.57 0.081
C -2.00 0.56 -0.92 -0.411
H 0.35 -0.25 3.02 -0.034
H -3.36 4.59 -4.92 0.363
H -1.54 2.37 -4.03 0.065
H -5.53 0.02 -0.68 0.124
C -5.36 2.33 -1.17 0.176
C -0.51 -5.87 0.76 0.625
C 2.46 -4.15 3.44 -0.968
H -6.22 4.25 -0.43 0.451
H 2.37 0.52 1.71 -0.117
O -4.77 -2.78 -5.10 -0.613
H 0.64 -0.28 -4.50 -0.132
C -6.07 -1.44 0.50 -0.423
C -4.66 -2.21 -3.81 -0.817
O -5.23 -0.89 -0.50 -0.205
C 6.05 4.02 4.44 -0.873
H 0.26 -2.96 -0.57 0.581
H 0.74 -5.20 4.17 0.103
C -1.75 3.42 -4.27 -0.128
H 4.41 -2.61 -4.15 0.685
H 3.69 -1.96 2.40 -0.219
H 2.37 3.54 -0.19 -0.251
H -6.15 -4.49 -0.58 0.331
H 2.43 -1.68 -4.44 -0.204
O 1.78 -5.27 0.29 -0.350
H 4.51 -0.84 -1.66 -0.747
H 1.28 1.95 -1.53 0.018
O 2.20 5.49 3.81 -0.515
H 1.72 -6.11 3.08 -0.046
H 6.71 3.74 2.33 0.379
C 2.48 0.74 0.64 0.116
H -1.48 0.34 -1.86 -0.804
O 6.78 -2.35 1.00 -0.593
H 5.04 5.56 4.91 0.318
C -3.97 -2.97 3.40 0.510
C 4.97 -1.43 -2.46 0.235
O 4.39 3.08 -0.19 -0.683
O 2.49 -6.12 4.94 -0.576
H 3.50 5.36 1.00 0.055
H 4.00 0.70 -4.25 0.163
H 4.67 0.77 -7.91 0.375
H -3.87 -0.47 -2.82 -0.255
H 2.73 1.77 0.43 -1.004
H -3.69 -2.30 2.57 -0.488
C 1.78 -5.41 3.92 -0.040
C -4.88 4.96 2.38 -0.403
H -3.97 -2.85 -3.25 0.213
H 3.59 2.48 -6.38 0.354
H 4.82 -0.62 -5.55 0.305
H -0.16 3.74 -5.36 0.312
C -5.63 3.83 -1.26 -0.820
C 1.36 4.42 4.25 -0.405
H -5.44 3.61 3.93 0.312
H -1.40 4.03 -3.43 0.337
O 5.91 -0.68 -3.22 -0.539
H -0.84 -1.40 -6.50 0.380
O -1.11 3.89 -5.44 -0.590
C 3.40 5.35 -0.10 -0.510
H 2.83 5.69 4.51 0.273
H 0.40 0.59 -2.13 -0.921
H 1.27 3.45 2.35 -0.324
O -6.21 5.48 2.43 -0.521
H 4.79 -2.30 4.24 0.409
C -2.90 -4.06 3.56 0.338
H -4.85 -3.55 3.14 0.276
O -6.52 -3.62 -0.41 -0.571
O 1.04 0.66 4.73 -0.531
H -6.21 2.17 2.48 0.210
C 3.92 -2.04 -3.35 -0.370
H -5.39 -2.22 -5.58 0.380
H -6.32 2.04 0.45 0.444
C 3.71 1.43 -6.07 -0.346
H -3.01 0.17 -0.93 -0.420
H 1.82 -0.98 3.75 -0.017
H -3.61 3.82 -3.29 -0.291
H 1.72 0.47 5.38 0.361
H 5.78 1.46 -6.62 0.227
H 3.31 -2.80 -2.86 0.433
H -0.16 2.07 1.66 0.252
H 1.88 3.59 4.72 0.355
O 5.04 -0.55 -6.48 -0.661
O -1.33 -1.13 4.69 -0.474
H -1.41 -7.44 -0.03 0.329
H -3.90 3.09 3.17 0.043
C 1.29 0.27 -0.18 2.881
C 1.31 0.86 -1.61 -0.502
H -3.87 2.70 -5.89 0.248
C -4.03 -0.85 -3.83 1.372
C 1.31 -1.26 -0.20 0.996
O -1.49 -6.89 0.76 -0.570
H 4.88 -2.47 0.25 -0.305
O 4.95 4.62 5.13 -0.497
H -4.41 0.94 -4.61 0.404
H -1.96 -0.35 2.40 -0.773
H 2.18 0.69 -2.25 0.277
H 2.51 5.89 -0.42 0.423
H 0.93 -3.13 -6.28 0.383
H 5.34 -3.71 1.40 0.249
O 4.51 6.04 -0.67 -0.593
H 3.18 -5.54 5.28 0.374
H -1.34 -0.20 4.94 0.313
H -0.71 -3.00 -4.90 0.797
H -2.00 1.65 -0.98 0.399
C 0.03 -1.58 4.67 0.235
H 2.07 -1.68 -0.88 -0.142
H -6.67 4.99 -2.38 0.345
H -4.71 -3.12 0.64 0.191
H -5.60 -2.29 -3.25 0.347
H 6.07 3.02 4.89 0.249
H -1.01 -0.78 -4.00 -1.088
C 0.00 -1.89 -0.65 -0.045
H -7.14 -1.27 0.32 0.402
H 0.00 4.58 2.46 0.499
O 3.10 -1.09 -4.06 0.190
H -4.22 5.67 2.89 0.385
C -1.31 0.04 0.32 2.440
O -0.73 -0.58 -6.01 -0.527
O -0.35 2.94 3.61 -0.414
C -3.26 3.68 -4.32 0.109
H 4.65 2.92 1.73 0.240
H -6.21 -3.19 1.55 0.300
```

Results
LUMO level   -0.243 eV
Net charge   0
E_HOMO   -8.2 eV
Spin multiplicity   1